Entry 1:
105
Properties=species:S:1:pos:R:3:forces:R:3:mulliken_charge:R:1 method="wB97M-V/def2-TZVPD" homo_energy_ev=-8.21 total_energy_ev=-80195.9852
H -2.1296 -0.9428 -7.5548 0.0 0.1 -0.1 0.425
H -3.2099 -1.9412 1.2158 -0.1 0.8 -0.1 0.271
O -4.4037 -0.8998 3.0042 0.7 0.0 0.1 -0.453
C 1.1091 -5.8778 -1.0037 0.3 -0.1 -0.1 -0.760
H 0.1259 -0.3317 -4.2077 0.1 0.0 0.1 0.441
H -3.0968 0.7173 2.5528 -0.2 -0.6 -0.1 0.189
H -3.7031 7.3107 3.4946 -0.2 -0.1 0.0 0.311
H -3.3667 5.5504 3.3858 -0.1 0.0 0.1 0.358
H -3.3426 1.0464 -8.3622 0.0 0.1 0.0 0.344
N 2.6352 -0.1692 0.2402 -1.4 -0.9 -1.3 -0.567
H -4.5855 0.5471 1.6026 0.6 -0.3 0.4 0.373
H -0.2711 -3.3115 -2.1922 0.0 0.1 -0.3 0.243
C -0.7219 -0.0745 1.8558 0.3 -0.5 -1.4 -0.659
P -1.8896 -1.8056 -1.8881 -0.8 0.4 -1.4 0.233
C 2.8211 -4.3002 -0.5657 0.3 -0.3 0.0 -0.162
C -3.2098 0.8615 -7.2900 0.1 0.0 0.3 -0.568
H 0.5921 1.9971 -7.8828 0.0 -0.1 0.0 0.424
C -3.0332 6.5492 3.0844 0.2 0.2 -0.1 -0.798
H 0.3452 1.0419 -3.0668 0.1 -0.1 0.0 0.370
C -3.4931 -1.3871 3.9911 0.6 0.9 0.8 -0.044
H -1.1848 0.2031 2.8177 0.3 -0.2 -0.7 0.128
C -3.4573 -0.3535 5.1701 -0.1 -0.4 -0.6 -1.026
O 1.0860 6.3150 2.2189 0.2 -0.1 0.4 -0.283
C -0.3244 0.5788 -3.8004 -0.2 0.4 -0.1 -0.875
H 6.6964 -6.3598 1.1141 0.0 -0.1 0.1 0.380
C 0.3667 1.6418 -5.8033 -0.3 0.4 0.1 -0.493
H 2.9106 6.8967 1.4386 0.2 0.0 0.1 0.317
H -1.0489 4.7163 2.5534 0.1 0.2 -0.1 0.064
C -3.7568 -0.0319 2.0715 -1.0 -0.1 -1.0 -0.675
H -0.9422 2.5657 -7.2697 -0.1 0.0 0.2 0.088
H 4.0425 -7.8893 2.3479 0.0 0.1 0.2 0.410
H -4.0748 0.2990 -6.9180 0.0 -0.2 -0.2 0.388
H 3.3525 -2.6143 3.4724 0.1 0.9 0.3 0.335
H 2.2523 7.8864 2.7601 0.0 0.0 -0.1 0.242
H -3.7930 -2.3836 4.3687 -0.1 0.5 -0.5 0.397
H -4.7193 3.2119 -7.2868 0.0 0.1 -0.2 0.307
H 0.5405 -5.3804 -0.2091 0.0 0.1 0.0 0.367
H 0.9136 2.5683 -5.5815 0.2 0.0 -0.2 0.372
H 0.9883 4.6245 1.0895 0.1 -0.3 0.0 0.366
H 4.2048 -3.1640 0.5706 -0.1 0.0 0.1 0.407
C 2.3753 6.8669 2.3933 -0.2 0.1 -0.1 -0.814
H -1.2530 0.2972 -3.3031 0.1 0.2 -0.1 0.289
N -3.0545 -2.9333 -1.2233 1.3 0.2 0.8 -0.551
H -2.9542 -0.7727 6.0654 -0.2 0.3 -0.5 0.365
H -3.0756 -3.7833 -1.7847 0.0 0.2 0.0 0.320
C -1.9538 0.0294 -7.0850 0.0 -0.1 0.0 -0.049
O -0.8427 -2.7764 -2.7708 -0.2 0.3 1.5 -0.410
C 6.2074 -7.1285 0.5066 -0.2 -0.1 -0.2 -0.819
H -3.0647 6.5980 1.9954 0.0 0.1 0.0 0.237
H 1.0721 0.8051 -5.7712 0.0 -0.1 0.0 0.306
C 1.5705 0.6250 2.8145 0.3 -1.1 -0.1 -0.789
H 0.7279 6.3322 4.5490 -0.1 0.1 -0.2 0.098
H 1.0010 1.0476 3.6665 0.2 -0.4 -0.4 0.535
C 1.0793 4.8981 2.1489 -0.4 0.2 -0.2 -0.607
H 3.1870 -3.8407 -1.4912 0.0 0.2 0.1 0.401
H -1.4159 7.2797 5.4464 0.0 -0.1 0.2 0.408
H -2.4623 -1.4693 3.5617 -0.7 -0.2 0.2 0.069
S 2.8278 -0.7979 -1.2621 -0.6 0.2 0.1 0.061
C -0.2239 1.7476 -7.1997 0.0 0.0 0.0 -0.318
C -3.0774 -0.8702 0.9327 0.7 0.0 0.7 -1.175
C 0.5000 -0.8747 -0.6384 1.3 0.5 1.2 0.084
C 2.4255 -0.5680 3.2238 -0.3 0.9 0.2 -0.716
H 2.9553 6.3100 3.1368 0.0 0.0 -0.1 0.366
H 2.2034 1.4441 2.4163 -0.2 -0.6 0.1 0.296
C 3.0475 -1.5652 3.5057 -0.7 -0.5 -0.8 0.045
H -4.5077 -0.0858 5.3994 0.6 -0.2 0.1 0.307
H -3.2435 3.1987 -8.3098 -0.1 0.0 0.0 0.389
H 4.8020 -4.7610 0.1983 -0.1 -0.2 -0.1 0.078
H -0.1282 3.2377 2.6888 0.1 0.0 0.1 0.081
H 2.8082 -5.9772 3.0826 0.1 0.1 0.0 0.434
H 5.1700 -6.5395 2.6203 0.0 0.0 0.0 0.340
H 0.1315 5.5323 5.9803 -0.1 -0.1 0.0 0.415
O 4.8013 -7.0813 0.6401 0.2 0.4 0.1 -0.280
H -2.9361 0.5655 4.8258 -0.3 -0.5 0.4 0.156
H 2.0095 4.4728 2.5401 0.0 0.1 0.1 0.348
C -0.1003 4.3095 2.9058 0.0 0.0 0.0 0.131
H 2.3605 -6.2768 1.4206 0.2 -0.1 -0.1 0.054
C -1.5569 -0.6499 0.7618 1.2 0.1 -0.9 1.528
O -1.7013 6.7929 3.4895 -0.2 -0.4 0.0 -0.288
O -3.1506 2.0784 -6.5601 0.2 0.1 -0.4 -0.254
C -1.4266 6.3797 4.8198 0.2 0.2 -0.2 -0.542
H -2.1995 5.6981 5.1930 0.0 0.0 -0.1 0.330
H 1.9417 -3.7436 -0.2177 0.0 0.0 0.0 0.080
C 3.9071 -4.2144 0.4961 0.1 0.2 0.0 -0.367
H 0.7619 -5.5404 -1.9867 -0.2 0.0 0.0 0.251
O 3.5008 -4.5837 1.8104 0.0 0.0 0.0 -0.377
C -0.9424 -1.0366 -0.4534 0.0 -1.0 0.9 0.147
O 2.4955 -5.6498 -0.8658 -0.3 0.1 0.4 -0.350
H -3.2579 4.0943 -6.7868 -0.1 -0.1 0.1 0.230
H 6.5837 -8.1211 0.7750 0.2 0.1 0.1 0.307
H 6.4477 -6.9317 -0.5387 -0.1 -0.1 0.0 0.237
N 1.3006 -1.1963 -1.6799 0.1 0.3 1.0 -0.382
H -3.6197 -0.7423 -0.0282 0.5 0.0 0.6 0.542
H -2.8099 -3.1701 -0.2601 -0.2 -0.4 -0.3 0.216
O -0.0077 4.4017 4.3236 0.0 0.0 0.0 -0.417
H -1.7759 -0.1740 -6.0289 -0.1 0.2 0.1 -0.123
H 0.9365 -6.9509 -0.9166 0.0 0.0 -0.1 0.271
C 0.6417 0.0794 1.6961 0.2 0.5 0.3 -0.026
C 1.3179 -0.3026 0.4539 -1.8 0.2 0.7 0.578
O -0.6468 1.5047 -4.8217 0.1 -0.4 -0.1 -0.339
C -3.6250 3.1951 -7.2832 0.0 -0.1 0.3 -0.842
C 4.3628 -6.9065 1.9784 -0.3 -0.2 -0.3 -0.581
C 3.1841 -5.9501 2.0567 0.0 0.0 0.0 -0.298
O -0.7813 0.5407 -7.7080 0.0 0.0 0.0 -0.476
C -0.0740 5.6926 4.9180 0.1 0.1 0.1 -0.327


Entry 2:
100
Properties=species:S:1:pos:R:3:forces:R:3:mulliken_charge:R:1 method="wB97M-V/def2-TZVPD" homo_energy_ev=-12.07 total_energy_ev=-52457.7476 charge=+1
H 3.9713 4.2092 5.6139 0.0 0.0 0.0 0.420
H 2.3487 1.1389 -2.6300 -0.1 0.0 -0.2 0.131
H 2.4922 -2.2186 -5.8151 0.0 0.0 0.0 0.360
C 1.6988 -6.8364 0.3840 0.0 0.0 0.1 -0.820
O 3.5131 2.3221 2.8435 -0.1 -0.1 -0.1 -0.368
H -7.0091 -2.1121 1.9196 0.0 0.0 0.0 0.264
O 0.9535 -9.0255 0.9256 0.0 0.0 0.0 -0.532
H 1.5275 -5.8234 0.7372 0.0 0.0 0.0 0.251
H -3.7102 -2.8996 -0.2203 0.0 -0.1 0.1 0.370
H 0.5172 1.1101 3.3927 0.0 0.0 0.1 0.169
H 1.3117 9.3403 -0.5613 0.0 0.0 0.0 0.354
C 0.3492 1.5215 -1.9047 0.0 0.0 -0.1 -0.806
C 1.9551 8.5397 1.3192 0.0 0.0 0.0 -0.393
H 0.7297 -2.0196 -5.7789 0.0 0.0 0.0 0.321
C 1.7303 -0.1564 -5.7296 0.0 0.0 -0.1 0.828
H 1.6259 0.2397 -0.7057 -0.1 -0.1 0.0 0.445
C -1.9553 -0.9656 0.7371 0.2 -0.1 0.2 0.337
C 2.5385 1.4170 2.8571 0.2 0.1 0.0 0.819
C 1.6620 -1.6056 -6.1530 0.0 0.0 0.1 -1.123
H -5.3656 -4.9799 0.3938 0.0 0.1 0.0 0.381
H -0.1968 -5.5051 1.7541 0.0 0.0 0.0 0.322
H -3.8712 -4.2127 2.0478 0.0 0.0 0.0 0.256
C 2.2695 3.2316 -2.0859 0.1 0.0 -0.1 -0.989
H 2.1275 9.5073 1.7855 0.0 0.0 0.0 0.310
H -7.1328 -0.7417 -0.8127 0.0 0.0 0.1 0.309
O 1.2118 5.7998 3.4002 0.1 -0.1 -0.2 -0.599
H 3.3424 3.1124 -1.9269 0.0 0.0 0.0 0.330
H 4.9198 0.3679 -7.2896 0.0 0.0 0.0 0.315
H 3.9917 -1.2588 -4.8583 0.0 0.0 0.0 0.387
H 4.8013 0.2979 -4.8146 0.0 0.0 0.0 0.358
C 4.1465 -0.3326 -5.4136 0.1 0.0 0.0 -0.410
N -1.9204 -2.8247 2.1474 0.2 0.0 0.1 -0.685
H 2.9192 8.1753 0.9651 0.0 0.0 0.0 0.365
H -4.4281 -1.5584 0.6712 0.0 -0.1 -0.1 0.030
H -4.9257 -2.9236 2.5845 0.1 0.0 -0.1 0.365
O 1.4784 7.7213 2.4015 0.1 0.0 0.0 -0.374
H -0.2619 -3.1162 3.2726 0.0 0.1 0.0 0.467
C -0.7112 -2.4643 2.5326 0.0 0.0 0.0 -0.969
C -1.3233 -5.5381 -0.1060 0.0 -0.1 -0.1 -0.462
H 3.3678 2.5513 5.6013 0.0 0.0 0.0 0.263
C 1.6203 1.9528 -2.6569 -0.1 0.3 0.2 -0.142
H 0.1669 -0.5499 -1.2760 0.1 0.1 0.0 0.407
H 2.4566 3.9313 3.6339 0.0 0.0 0.1 0.250
C -4.5729 -3.4588 1.6978 0.0 0.1 0.1 -0.207
H -1.6888 -4.5143 -0.0034 0.0 0.0 0.0 -0.101
C 4.7537 -0.5791 -6.7774 -0.1 0.0 0.0 -1.082
H 0.6409 1.1070 1.1630 -0.2 0.0 -0.2 -0.537
C 2.0187 5.6539 1.1609 0.1 0.0 0.0 -0.665
O -0.5676 -7.4690 1.1825 0.0 0.0 0.1 -0.389
H 2.6679 6.2266 0.5058 0.0 0.1 0.0 0.336
C -7.1200 -0.7082 0.2798 0.0 0.0 -0.1 -1.195
H -1.8359 -6.1107 1.9036 0.0 0.0 0.0 0.256
H -6.3916 -4.5722 1.7597 0.1 -0.1 0.0 0.345
C -7.3233 -2.1045 0.8709 -0.1 0.0 0.0 -0.407
C -5.7478 -4.1432 0.9868 -0.1 0.0 0.0 -1.028
H 0.7427 7.6953 -0.2688 0.0 0.0 0.0 0.256
N -2.5041 -2.0570 1.2560 -0.2 0.1 -0.1 0.592
H 0.0014 9.0501 0.5906 0.0 0.0 0.0 0.297
H 4.1087 4.2179 3.1430 0.0 -0.1 0.0 0.476
C -3.8594 -2.4823 0.7800 0.0 0.0 -0.1 -0.487
H -2.1069 -6.1413 -0.5642 0.0 0.0 0.0 0.304
H -2.5495 -0.4154 0.0178 0.0 -0.1 0.0 0.572
C 0.5576 0.3935 -0.8780 0.0 0.0 0.1 -0.615
H 0.9569 -1.0945 2.3784 0.0 0.0 -0.1 0.567
H -0.4002 1.2070 -2.6359 0.0 0.0 0.1 0.303
H -6.1748 -0.2511 0.5888 0.0 -0.1 0.0 0.221
H 1.1338 5.3612 0.5936 0.0 0.0 0.0 0.241
C 1.5606 6.3844 2.4040 -0.2 0.1 0.0 0.587
O 0.7443 0.5265 -5.6423 0.0 -0.1 0.0 -0.554
C 3.4585 3.5130 3.6594 0.1 0.1 0.1 -0.186
C 0.6960 -7.8604 0.8649 -0.1 0.0 -0.1 0.682
C -0.6716 -0.5573 1.1195 -0.7 0.7 -0.8 -0.189
H 4.1097 -1.1971 -7.4025 0.0 0.0 0.0 0.277
H 2.1566 4.0711 -2.7744 -0.1 0.0 0.1 0.345
H -0.0718 2.3928 -1.3912 0.0 0.0 -0.1 0.534
H -6.0245 -2.8229 -0.7227 0.0 0.0 0.1 0.385
H 1.6310 -1.6348 -7.2423 0.0 0.0 0.0 0.289
O 2.5892 0.5008 2.0650 0.0 -0.1 0.1 -0.595
H 1.3462 2.1197 -3.6971 0.2 -0.1 0.0 0.304
C -0.0454 -1.3402 2.0378 0.6 -0.6 0.7 0.175
C -0.1062 0.6781 0.4905 0.2 0.1 0.1 -0.533
H -8.3954 -2.3124 0.8873 0.1 0.0 0.0 0.431
H 1.6761 0.8542 4.7027 0.0 0.0 0.0 0.328
C 1.4161 1.5022 3.8646 -0.1 0.1 0.0 -0.801
H 5.0007 2.8946 5.0234 0.0 0.0 0.0 0.335
H -0.4683 -5.5278 -0.7824 0.0 0.0 0.0 0.295
H 2.6842 -7.1671 0.6997 0.0 0.0 0.0 0.316
H 5.7122 -1.0873 -6.6706 0.0 0.0 0.0 0.374
C 3.9794 3.2725 5.0573 -0.1 -0.1 0.0 -1.325
H 1.1975 2.4930 4.2505 0.1 0.0 0.0 0.373
C -0.9612 -6.1034 1.2532 -0.1 0.0 0.0 -0.362
H 1.6780 -6.8331 -0.7063 0.0 0.0 0.0 0.244
C 0.9411 8.6578 0.2035 0.0 0.0 0.0 -0.915
H -7.3585 -3.8783 -0.3720 0.0 0.1 0.0 0.411
H 1.8214 3.5248 -1.1319 0.1 -0.1 0.0 -0.048
O 2.9238 0.4164 -5.4846 0.0 0.0 0.1 -0.337
H -7.9123 -0.0264 0.5931 0.1 0.0 0.0 0.376
H 2.5451 4.7517 1.4613 -0.1 0.0 0.0 0.185
H -0.9130 1.4048 0.3636 0.0 -0.1 0.0 0.715
C -6.6120 -3.2392 0.1054 0.0 0.0 0.0 -0.679